Model w:
The following is a quantum chemistry calculation of a cluster of 2 separate species, C10H16O in total, from the Open Molecules 2025 dataset.

Output
- HOMO (eV) = -8.671
- frontier orbital gap (eV) = 9.57
- SMILES = Cc1ccc(O)cc1.CCC
- charge = 0
- LUMO (eV) = 0.898

Geometry (Å):
H  -1.03137  3.34271  0.88785
C  1.62266  -2.01651  -0.99075
C  -0.41602  2.03591  -0.73811
C  0.31285  -1.71711  -1.30641
C  -0.60519  -1.52717  -0.27752
H  -0.86895  -0.37903  2.63304
H  -1.15484  -2.05352  2.98155
H  -0.37288  1.86113  1.45346
H  -0.98645  1.24230  -1.20468
O  2.53857  -2.10471  -2.03434
C  -0.50755  3.27744  -1.63576
C  -1.17397  -1.32301  2.17974
C  2.03650  -2.20005  0.31553
C  -0.23962  -1.66829  1.05251
H  -0.51848  2.95747  -2.67954
H  2.99643  -2.95254  -1.95081
H  -2.18007  -1.14521  1.81792
H  1.42243  -1.96747  2.34911
H  3.05566  -2.40742  0.59208
H  -1.99425  1.81207  0.80139
C  1.09625  -1.98204  1.31619
H  0.03371  -1.59285  -2.34034
C  -1.01451  2.27741  0.66848
H  0.33549  3.92300  -1.41049
H  -1.37383  3.86431  -1.34157
H  0.61430  1.68972  -0.63368
H  -1.62689  -1.24653  -0.50485

Model x:
The following is a quantum chemistry calculation of a cluster of 2 separate species, C10H16O in total, from the Open Molecules 2025 dataset.

Output
- HOMO (eV) = -8.385
- frontier orbital gap (eV) = 9.23
- SMILES = Cc1ccc(O)cc1.CCC
- charge = 0
- LUMO (eV) = 0.848

Geometry (Å):
H  -1.12913  3.67594  -3.17614
H  1.64828  -3.64456  0.58340
H  1.88860  -2.70301  3.11110
H  2.54603  -2.19602  0.57293
H  -0.56968  -2.57055  3.63104
C  0.51434  1.42897  -1.12038
C  -0.68938  0.75892  -0.73454
H  0.98551  2.82928  -2.86831
H  1.51601  1.36874  0.57063
O  -3.47076  2.51614  -2.18071
H  2.66876  1.48287  -0.62800
H  -0.82551  -3.10719  1.89927
C  -2.13533  2.20957  -2.03357
C  1.16330  -2.28393  2.35446
H  -0.53332  0.02105  0.02690
C  -1.93159  1.18720  -1.18845
C  -0.33469  -2.46748  2.59172
H  -2.69021  0.70503  -0.52495
H  1.89725  -0.09612  -0.41016
C  -1.01739  2.87883  -2.56036
C  1.57726  -2.58074  0.83770
H  0.64624  -2.31433  0.17577
C  0.29283  2.30838  -2.22266
H  1.11147  -1.10286  2.62398
H  -0.75425  -1.45974  2.67911
H  -4.05808  2.17581  -1.57472
C  1.68343  0.97980  -0.43508

Model y:
The following is a quantum chemistry calculation of a cluster of 2 separate species, C10H16O in total, from the Open Molecules 2025 dataset.

Output
- HOMO (eV) = -8.362
- frontier orbital gap (eV) = 9.06
- SMILES = Cc1ccc(O)cc1.CCC
- charge = 0
- LUMO (eV) = 0.693

Geometry (Å):
H  0.96186  -1.97593  -0.61205
H  0.78030  -3.73712  -0.91431
H  1.45573  0.56968  -0.65017
C  2.31379  -3.11864  0.57816
C  -1.21424  2.58249  -0.18395
O  -2.72960  -0.70503  -0.16708
H  2.17982  -2.03540  2.61818
C  -2.23812  1.60685  0.10582
H  2.58958  -4.21389  0.81749
H  2.47788  -2.70610  -1.42508
H  1.07139  -1.53108  1.43001
H  -3.44563  -0.57890  0.58109
H  1.58968  3.41490  -1.53419
C  1.59990  -2.42293  1.84628
H  3.33108  -2.92002  0.63801
C  0.13600  2.20225  -0.35510
C  1.63083  -2.88666  -0.70798
H  -3.20126  1.83863  0.34896
C  -1.83822  0.27939  -0.25967
H  -0.27379  -1.17804  -0.23816
C  -0.49314  -0.21785  -0.40263
H  2.17380  2.83618  0.04271
C  0.43830  0.89142  -0.44909
H  1.17876  4.27929  -0.17286
H  0.85483  -3.08240  2.52491
H  -1.54228  3.71856  -0.05417
C  1.27407  3.24067  -0.51577

Model z:
The following is a quantum chemistry calculation of a cluster of 2 separate species, C10H16O in total, from the Open Molecules 2025 dataset.

Output
- HOMO (eV) = -8.336
- frontier orbital gap (eV) = 9.06
- SMILES = CCc1ccc(O)cc1.CC
- charge = 0
- LUMO (eV) = 0.721

Geometry (Å):
C  -1.97309  1.04892  -2.06497
C  2.22674  0.34840  -0.01074
H  1.26852  -1.99821  -1.13764
H  -2.82584  1.33178  -2.61375
C  -1.33658  -1.82412  1.04990
C  0.01033  0.13344  1.11022
H  -1.68408  2.69425  -0.42739
C  0.67733  -1.74185  -0.27836
H  -3.27957  -2.06228  1.25491
H  -0.13024  1.92091  -1.04747
C  -1.14462  -0.53249  1.45179
H  3.40064  1.35431  1.52166
C  -0.37148  -2.47624  0.25681
H  -2.02637  0.31115  -1.34891
H  -1.13130  3.16727  -1.98393
H  0.12898  1.17703  1.51748
C  0.96502  -0.46060  0.30738
H  -0.43431  -3.67065  0.04061
C  3.08513  0.37825  1.28027
O  -2.37766  -2.63840  1.31630
H  -1.96385  0.06328  1.92619
H  1.87397  1.32579  -0.35031
H  -1.22700  0.44994  -2.73618
H  2.88205  -0.03401  -1.00833
H  3.94431  -0.26745  1.29662
H  2.61003  -0.27941  2.01364
C  -1.16705  2.28099  -1.33578

model w is favored, and the nearest alternative lies 2.287 eV above it.

Model w:
The following is a quantum chemistry calculation of a cluster of 2 separate species, C10H16O in total, from the Open Molecules 2025 dataset.

Output
- HOMO (eV) = -8.447
- frontier orbital gap (eV) = 9.33
- SMILES = Cc1ccc(O)cc1.CCC
- charge = 0
- LUMO (eV) = 0.881

Geometry (Å):
C  1.64694  -1.34446  0.37084
H  2.73910  1.80349  -0.31698
C  2.20897  0.94495  0.06953
H  -2.57487  -1.67150  -0.22927
C  -2.70507  -0.72807  -0.77387
H  0.08342  -1.75457  1.76728
H  1.27499  2.33911  1.36627
H  -0.80207  1.73437  2.65490
H  -2.62396  0.05423  -0.02006
H  -0.39174  0.89979  -2.78341
C  0.50499  0.34123  1.66822
H  0.07275  0.34211  -1.17989
H  -2.20557  -0.53492  -2.89378
O  3.19066  -0.75505  -1.32595
H  3.62496  0.02656  -1.71108
H  -1.26569  1.49137  -1.39763
H  -3.72584  -0.78412  -1.11088
H  -1.14127  -1.47135  -2.12592
C  2.34389  -0.37146  -0.32233
H  0.11958  0.72143  3.72731
C  0.70669  -0.98623  1.32821
H  1.71247  -2.38485  0.09199
H  -1.22723  0.02101  2.97634
C  1.33992  1.29712  1.10036
C  -0.43595  0.73000  2.77614
C  -0.75677  0.61469  -1.79779
C  -1.71329  -0.57492  -1.90854

Model x:
The following is a quantum chemistry calculation of a cluster of 2 separate species, C10H16O in total, from the Open Molecules 2025 dataset.

Output
- HOMO (eV) = -8.449
- frontier orbital gap (eV) = 9.32
- SMILES = CCc1ccc(O)cc1.CC
- charge = 0
- LUMO (eV) = 0.872

Geometry (Å):
O  1.83221  3.17831  -1.16827
H  -0.32291  -0.71808  -1.03820
C  1.74774  -2.33297  0.34634
H  -2.30365  -0.16129  2.14114
C  0.31838  2.66104  0.78156
C  -0.93882  0.59190  0.50078
C  -3.43517  -0.09497  0.29761
H  1.71673  3.28556  -2.08606
H  2.17181  -2.11255  1.33714
H  3.15203  -3.44185  -1.00784
H  -3.90547  1.02376  0.30996
H  -1.28101  1.98441  2.16186
C  -0.62138  1.74427  1.25505
C  -0.17437  0.30925  -0.62824
H  1.34821  0.95579  -1.99631
H  0.29305  3.58112  1.32352
C  0.92810  2.42661  -0.45700
C  2.63663  -2.53713  -0.91363
H  -1.70871  -1.32362  0.77702
H  0.94242  -3.18286  0.55327
H  -3.27443  -0.31924  -0.78730
C  0.73882  1.18181  -1.13055
H  1.02102  -1.52907  0.22951
H  1.95170  -2.52064  -1.75815
H  -4.17652  -0.59472  0.77506
H  3.43874  -1.75127  -0.85584
C  -2.09514  -0.30357  1.03756

Model y:
The following is a quantum chemistry calculation of a cluster of 2 separate species, C10H16O in total, from the Open Molecules 2025 dataset.

Output
- HOMO (eV) = -8.366
- frontier orbital gap (eV) = 9.18
- SMILES = Cc1ccc(O)cc1.CCC
- charge = 0
- LUMO (eV) = 0.811

Geometry (Å):
H  -2.34098  -1.66970  2.46908
H  3.58648  0.82717  -0.43964
H  3.63769  -1.71217  -0.07987
H  -1.86974  -0.13545  3.23557
H  -0.70620  -1.27173  2.83242
H  2.33411  -2.64277  -0.73255
C  -1.63391  -0.82835  2.46730
C  -2.34095  -0.79174  0.04082
H  -3.04444  -1.55889  0.24571
O  -1.61967  1.53760  -2.58724
H  2.36687  -0.40708  -1.98955
H  -0.50772  1.48167  1.84499
C  -1.63500  -0.31664  1.10730
H  -3.09804  -0.26019  -1.98672
C  2.46559  -1.77472  -0.14549
C  -0.92580  0.99848  0.96732
C  -2.37314  -0.11986  -1.23480
C  -0.76706  1.57882  -0.30433
H  2.09914  1.87157  -0.72782
C  2.54025  0.81378  -0.27648
H  1.97449  -1.69816  0.77342
H  0.96078  -0.40697  -0.98220
C  -1.55147  1.00950  -1.33801
H  2.35021  0.88642  0.84583
H  -0.15061  2.50126  -0.56933
H  -1.81076  2.52201  -2.54353
C  2.05989  -0.43385  -0.89220

Model z:
The following is a quantum chemistry calculation of a cluster of 2 separate species, C10H16O in total, from the Open Molecules 2025 dataset.

Output
- HOMO (eV) = -8.368
- frontier orbital gap (eV) = 9.23
- SMILES = Cc1ccc(O)cc1.CCC
- charge = 0
- LUMO (eV) = 0.866

Geometry (Å):
C  1.60074  3.11746  0.50439
H  2.84430  -2.10915  0.18659
C  -1.43501  -1.39321  -1.25667
H  -2.08533  -0.77038  -1.86529
C  0.67745  -1.68347  -0.16942
C  -1.16206  -3.20291  0.31900
H  0.24858  -0.07545  -1.43435
H  -1.73554  2.03089  0.73923
H  2.46861  -0.62411  -0.68868
C  2.10846  -1.30275  0.09155
C  -1.95702  -2.42957  -0.52260
H  1.81711  2.21076  1.07432
H  2.16605  3.86183  1.04773
C  -0.10012  -1.03104  -1.10052
C  0.08683  3.34948  0.56222
H  2.20141  -0.79465  1.05751
O  -3.28341  -2.78348  -0.56891
H  -0.13056  3.81251  1.51916
H  1.98986  2.94294  -0.49925
H  -0.10179  1.19766  0.48015
H  0.82121  -3.43866  1.03773
H  -1.04416  2.12795  -0.66927
H  -3.80935  -2.17759  -1.11201
C  0.15673  -2.82202  0.45462
H  -0.13293  4.08781  -0.21498
C  -0.71814  2.05970  0.33911
H  -1.49191  -4.16056  0.68862

model w is favored, and the nearest alternative lies 0.292 eV above it.

Model w:
The following is a quantum chemistry calculation of a cluster of 2 separate species, C10H16O in total, from the Open Molecules 2025 dataset.

Output
- HOMO (eV) = -8.472
- frontier orbital gap (eV) = 9.33
- SMILES = CCc1ccc(O)cc1.CC
- charge = 0
- LUMO (eV) = 0.861

Geometry (Å):
H  -0.05050  -1.59964  -1.33264
C  0.39268  1.69348  -0.10535
C  1.37288  1.71786  -1.09490
H  -2.05248  2.44233  2.33197
H  -1.40461  1.60544  3.74009
C  0.40433  0.79583  0.94471
H  -2.81695  -3.01349  -1.46794
H  -0.79273  -0.20527  2.42274
H  1.50394  -0.86423  1.80696
H  -0.35537  2.62545  2.74951
H  -1.24188  -3.78393  -1.72673
C  2.21077  0.61434  -1.15583
H  -1.63585  0.52211  1.15362
H  3.33621  1.27737  -2.55283
C  -0.81716  0.72070  1.84079
H  -1.01959  -2.08803  0.02059
C  -1.78867  -2.84411  -1.78688
C  2.27024  -0.27173  -0.09201
O  3.09011  0.41171  -2.19537
H  -1.68527  -0.84211  -0.99264
H  -0.38956  2.42701  -0.11969
H  1.28231  2.37824  -1.95171
C  -1.06922  -1.74062  -0.99818
C  1.34228  -0.24822  0.93469
C  -1.18880  1.92224  2.73009
H  -1.82059  -2.53605  -2.83129
H  2.92346  -1.11668  -0.27178

Model x:
The following is a quantum chemistry calculation of a cluster of 2 separate species, C10H16O in total, from the Open Molecules 2025 dataset.

Output
- HOMO (eV) = -8.769
- frontier orbital gap (eV) = 9.57
- SMILES = Cc1ccc(O)cc1.CCC
- charge = 0
- LUMO (eV) = 0.799

Geometry (Å):
H  -2.78734  -3.00531  -0.02201
H  -2.04460  -0.30092  -2.09825
H  -3.83262  -0.35583  -2.27367
H  0.53669  1.43098  -1.92172
H  1.40394  -0.81345  -1.71655
H  0.98341  2.11336  2.26335
C  1.64649  0.17813  1.52007
H  3.01748  -2.25181  1.37084
H  1.99987  -0.12693  2.49954
C  -3.14323  -0.92244  -0.34001
C  1.38857  -0.19026  -0.83250
C  0.71098  1.89624  0.16680
C  0.87092  1.09907  -0.94691
O  0.20915  3.17914  0.01046
C  1.10081  1.44013  1.42590
H  -1.32459  -2.10034  -0.16756
H  -2.88856  -1.88670  -2.27027
C  1.78096  -0.67195  0.40885
H  2.62495  -2.43987  -0.39941
H  -4.18591  -1.21861  -0.20926
H  -0.75356  3.18660  0.01285
H  1.46908  -2.66400  0.93962
H  -2.90574  0.05719  0.06254
C  -2.32204  -2.05918  0.27435
C  -2.95016  -0.86773  -1.89980
H  -2.26722  -2.04255  1.36028
C  2.30074  -2.06689  0.56629

Model y:
The following is a quantum chemistry calculation of a cluster of 2 separate species, C10H16O in total, from the Open Molecules 2025 dataset.

Output
- HOMO (eV) = -8.283
- frontier orbital gap (eV) = 9.10
- SMILES = Cc1ccc(O)cc1.CCC
- charge = 0
- LUMO (eV) = 0.815

Geometry (Å):
H  0.82452  0.11845  -2.56864
H  3.60132  1.80916  -2.05195
H  -0.63123  1.91444  2.34327
O  -1.44353  -3.85588  0.31456
C  -0.08946  -2.02919  1.07315
C  -0.05000  -0.61306  1.45600
H  -1.86977  1.14675  3.41815
C  -2.59185  -1.90052  0.75968
H  1.23290  3.03266  -1.81435
C  2.54752  1.16352  -1.88718
C  1.76851  2.32428  -1.10697
C  -1.58993  1.29202  2.29584
C  -1.25012  -0.05524  1.71092
H  -3.57482  -2.26882  0.33583
C  -2.45720  -0.67973  1.31152
H  2.46289  -0.00874  -3.56355
H  2.91954  0.41205  -1.11727
C  -1.33413  -2.57986  0.77730
H  0.69519  -2.71713  0.92973
H  -3.49452  -0.06955  1.44973
H  2.54671  2.76573  -0.70932
H  1.02147  1.66611  -0.60773
H  -2.54286  1.54060  1.77167
H  0.92738  -0.22946  1.36864
H  1.39828  1.53928  -3.72722
H  -0.74431  -4.41568  0.77829
C  1.71751  0.69780  -2.94014

model x is favored, and the nearest alternative lies 0.154 eV above it.